1.
2 unconnected molecules or ions with the total composition C22H18N2O3 at a distorted geometry, computed with the ωB97M-V functional and the def2-TZVPD basis.

XYZ file:
```
45
Properties=species:S:1:pos:R:3:nbo_charge:R:1
C 5.16 -0.22 -1.24 -0.413
N 3.78 -0.66 -1.10 -0.296
C 2.71 0.17 -0.96 0.153
C 1.53 -0.60 -0.79 -0.222
C 0.25 -0.11 -0.49 0.107
C -0.98 -0.76 -0.81 -0.098
C -1.11 -1.67 -1.90 -0.165
C -2.28 -2.41 -2.07 -0.236
C -3.35 -2.25 -1.18 -0.129
C -3.29 -1.26 -0.19 -0.236
C -2.14 -0.51 -0.03 -0.116
C 1.96 -2.00 -0.84 0.008
C 1.33 -3.21 -0.59 -0.204
C 2.09 -4.39 -0.56 -0.206
C 3.48 -4.36 -0.77 -0.197
C 4.14 -3.15 -1.03 -0.225
C 3.36 -2.00 -1.05 0.112
H 5.82 -1.09 -1.20 0.226
H 5.31 0.30 -2.20 0.224
H 5.42 0.48 -0.43 0.230
H 2.81 1.25 -1.01 0.243
H 0.20 0.82 0.08 0.298
H -0.27 -1.80 -2.58 0.224
H -2.34 -3.13 -2.89 0.225
H -4.24 -2.88 -1.28 0.224
H -4.15 -1.08 0.47 0.236
H -2.09 0.28 0.71 0.286
H 0.26 -3.21 -0.41 0.234
H 1.59 -5.34 -0.38 0.226
H 4.05 -5.29 -0.72 0.227
H 5.21 -3.09 -1.20 0.221
O -0.93 1.92 1.46 -0.753
C -1.76 2.85 1.51 0.410
C -1.89 3.69 2.72 -0.071
N -0.95 3.49 3.79 0.494
O -1.15 4.14 4.85 -0.463
O 0.01 2.70 3.65 -0.392
C -2.90 4.63 2.84 -0.175
C -3.80 4.84 1.79 -0.330
C -3.67 4.11 0.59 -0.158
C -2.69 3.16 0.44 -0.360
H -2.96 5.20 3.78 0.239
H -4.59 5.58 1.91 0.205
H -4.36 4.29 -0.23 0.200
H -2.58 2.59 -0.47 0.193
```

The lowest unoccupied orbital energy comes out at -0.0935 Ha. As for the charge: 0. For the energy above the lowest of the compared OMol25 structures with the same formula, charge and spin, the calculation gives 735.02 kJ/mol.

---

2.
A molecular structure, C22H18N3O2SW, computed with the ωB97M-V functional and the def2-TZVPD basis.

XYZ file:
```
47
Properties=species:S:1:pos:R:3:nbo_charge:R:1
W 0.23 -0.43 0.18 1.531
O -1.47 -1.67 -0.22 -0.587
C -1.95 -0.84 0.62 0.714
O -1.21 -0.62 1.68 -0.642
C -3.03 0.10 0.25 -0.100
C -4.37 -0.12 0.48 -0.192
C -5.29 0.83 0.05 -0.193
C -4.85 1.97 -0.61 -0.181
C -3.50 2.18 -0.84 -0.197
C -2.57 1.24 -0.41 -0.156
S -0.82 1.52 -0.64 -0.023
H -4.70 -1.02 0.99 0.231
H -6.34 0.68 0.23 0.231
H -5.57 2.70 -0.95 0.230
H -3.16 3.07 -1.36 0.232
C 2.22 -2.63 3.49 -0.248
C 3.17 -3.38 2.83 -0.117
C 3.23 -3.36 1.44 -0.225
C 2.32 -2.58 0.74 0.206
N 1.41 -1.84 1.40 -0.518
C 1.35 -1.87 2.74 0.083
C 2.24 -2.48 -0.73 -0.023
C 3.03 -3.23 -1.59 -0.193
C 2.87 -3.09 -2.96 -0.195
C 1.91 -2.23 -3.48 -0.179
C 1.10 -1.50 -2.62 -0.203
C 1.27 -1.60 -1.24 -0.405
H 2.13 -2.63 4.57 0.244
H 3.88 -3.99 3.38 0.237
H 3.95 -3.95 0.91 0.234
H 0.57 -1.27 3.19 0.229
H 3.77 -3.92 -1.21 0.216
H 3.49 -3.67 -3.63 0.229
H 1.78 -2.15 -4.55 0.228
H 0.34 -0.85 -3.03 0.230
C 5.12 2.20 -0.81 -0.405
N 3.88 1.83 -0.13 -0.304
C 3.44 2.30 1.09 -0.054
C 2.28 1.65 1.36 -0.065
N 2.00 0.80 0.30 -0.550
C 2.99 0.93 -0.56 0.234
H 5.40 3.20 -0.49 0.231
H 4.94 2.22 -1.89 0.229
H 5.91 1.50 -0.57 0.224
H 3.99 3.04 1.64 0.244
H 1.62 1.76 2.20 0.241
H 3.08 0.39 -1.49 0.241
```

The lowest unoccupied orbital energy (alpha / beta) comes out at -0.1361 / -0.1390 Ha. As for the charge: +1. As for the spin multiplicity: 3. For the energy above the lowest of the compared OMol25 structures with the same formula, charge and spin, the calculation gives 0.00 kJ/mol.

---

3.
A molecular structure, C22H19AlN5O3S2, computed with the ωB97M-V functional and the def2-TZVPD basis.

XYZ file:
```
52
Properties=species:S:1:pos:R:3:nbo_charge:R:1
Al -0.26 -0.06 0.21 1.838
O -1.48 -0.85 1.21 -0.906
C -2.33 -1.79 0.81 0.433
C -3.36 -2.15 1.70 -0.299
C -4.32 -3.08 1.35 -0.198
C -4.30 -3.68 0.10 -0.270
C -3.28 -3.35 -0.78 -0.157
C -2.29 -2.43 -0.45 -0.187
C -1.18 -2.20 -1.44 0.059
N -0.12 -1.55 -0.94 -0.639
N 1.11 -1.70 -1.53 -0.323
C 1.94 -0.90 -0.95 0.457
O 1.54 -0.08 0.03 -0.896
C 3.36 -0.89 -1.33 -0.001
C 3.81 -1.55 -2.47 -0.195
C 5.16 -1.54 -2.81 -0.225
C 6.08 -0.85 -2.02 -0.234
C 5.63 -0.19 -0.89 -0.227
C 4.29 -0.20 -0.54 -0.217
H -3.37 -1.65 2.66 0.208
H -5.11 -3.32 2.06 0.198
H -5.07 -4.39 -0.19 0.203
H -3.26 -3.79 -1.77 0.210
H -0.94 -3.08 -2.05 0.210
H 3.09 -2.08 -3.08 0.235
H 5.49 -2.06 -3.70 0.203
H 7.13 -0.84 -2.28 0.200
H 6.34 0.35 -0.26 0.199
H 3.93 0.32 0.33 0.220
S -1.45 1.33 -1.33 -0.340
C -2.60 0.26 -2.09 -0.160
S -2.09 -1.10 -3.05 -0.016
C -3.94 0.57 -1.99 -0.435
C -4.96 -0.22 -2.63 0.321
N -5.79 -0.82 -3.17 -0.367
C -4.39 1.72 -1.26 0.328
N -4.76 2.65 -0.69 -0.384
C 1.37 4.16 3.09 -0.407
N 0.99 2.80 2.72 -0.393
C 1.56 1.66 3.44 -0.412
C 0.22 2.52 1.67 0.750
C -0.33 3.59 0.78 -0.723
O -0.05 1.33 1.45 -0.713
H 1.90 4.12 4.03 0.212
H 0.49 4.79 3.23 0.210
H 2.02 4.62 2.35 0.205
H 2.26 2.03 4.19 0.195
H 2.07 0.99 2.75 0.238
H 0.77 1.09 3.94 0.222
H -0.05 4.60 1.07 0.213
H -1.42 3.49 0.76 0.286
H 0.01 3.39 -0.24 0.273
```

The lowest unoccupied orbital energy comes out at 0.0738 Ha. As for the charge: -1.

---

4.
4 unconnected molecules or ions with the total composition C22H19BIO14 at a distorted geometry, computed with the ωB97M-V functional and the def2-TZVPD basis.

XYZ file:
```
57
Properties=species:S:1:pos:R:3:nbo_charge:R:1
C 10.06 1.57 2.61 -1.001
B 8.94 0.48 2.11 0.874
O 9.03 -0.86 2.72 -0.970
C 7.84 0.84 0.99 -0.866
C 6.38 0.32 1.39 -0.541
C 5.73 1.04 2.65 0.514
O 6.08 0.89 3.85 -0.571
I 4.03 2.42 2.27 -0.153
H 10.52 1.31 3.62 0.201
H 9.67 2.65 2.56 0.215
H 10.94 1.53 1.85 0.217
H 8.79 -0.81 3.67 0.474
H 7.85 2.00 0.96 0.163
H 5.68 0.54 0.50 0.215
H 6.36 -0.82 1.54 0.238
C 0.68 -1.07 -1.39 -0.384
C 1.71 -0.96 -0.55 0.320
C 3.10 -0.73 -1.05 0.460
O 4.01 -0.61 -0.26 -0.485
C 3.30 -0.64 -2.50 -0.370
C 2.27 -0.76 -3.34 0.346
C 0.88 -0.96 -2.84 0.465
O -0.04 -1.04 -3.63 -0.571
O 2.44 -0.69 -4.69 -0.660
O 1.55 -1.06 0.79 -0.636
H -0.33 -1.23 -1.04 0.244
H 4.31 -0.49 -2.86 0.250
H 1.55 -0.79 -5.07 0.498
H 2.44 -0.94 1.17 0.515
C -3.35 -0.44 -3.34 -0.365
C -3.37 0.37 -2.28 0.299
C -4.46 1.36 -2.07 0.485
O -4.45 2.07 -1.08 -0.533
C -5.50 1.45 -3.10 -0.371
C -5.48 0.65 -4.16 0.302
C -4.40 -0.36 -4.35 0.471
O -4.43 -1.09 -5.33 -0.531
O -6.44 0.72 -5.12 -0.641
O -2.39 0.31 -1.33 -0.641
H -2.56 -1.17 -3.50 0.267
H -6.28 2.19 -2.95 0.242
H -6.20 0.04 -5.78 0.503
H -2.63 0.99 -0.67 0.512
C -6.17 -1.79 3.57 -0.363
C -7.09 -0.83 3.66 0.299
C -6.98 0.44 2.88 0.472
O -7.85 1.29 2.98 -0.529
C -5.81 0.61 2.02 -0.366
C -4.88 -0.35 1.92 0.304
C -5.01 -1.63 2.68 0.471
O -4.16 -2.49 2.55 -0.519
O -3.79 -0.20 1.12 -0.646
O -8.17 -0.96 4.48 -0.639
H -6.24 -2.71 4.13 0.245
H -5.73 1.54 1.47 0.257
H -3.28 -1.03 1.22 0.510
H -8.68 -0.13 4.37 0.503
```

The lowest unoccupied orbital energy comes out at -0.0190 Ha. As for the charge: -1. For the energy above the lowest of the compared OMol25 structures with the same formula, charge and spin, the calculation gives 195.37 kJ/mol.

---

5.
A molecular structure, C22H19BiFN5O2S2, computed with the ωB97M-V functional and the def2-TZVPD basis.

XYZ file:
```
52
Properties=species:S:1:pos:R:3:nbo_charge:R:1
Bi -0.39 -0.05 0.83 1.375
S -0.24 2.05 -0.59 -0.114
C -1.95 2.27 -0.32 0.058
C -2.66 3.39 -0.77 -0.263
C -4.01 3.47 -0.48 -0.142
C -4.62 2.46 0.26 -0.287
C -3.84 1.40 0.68 0.066
N -2.55 1.30 0.39 -0.540
H -2.14 4.15 -1.33 0.231
H -4.59 4.32 -0.82 0.221
H -5.67 2.50 0.51 0.226
H -4.26 0.57 1.25 0.207
N 3.53 0.36 6.82 -0.794
C 3.38 0.32 5.45 0.193
C 2.43 1.14 4.82 -0.273
C 2.33 1.16 3.44 -0.186
C 3.16 0.34 2.68 -0.334
C 4.10 -0.48 3.29 -0.168
C 4.20 -0.49 4.67 -0.273
S 2.94 0.38 0.92 2.332
O 4.16 0.09 0.24 -0.915
O 2.27 1.62 0.63 -0.976
N 1.76 -0.77 0.62 -0.987
C 2.04 -2.11 0.78 0.555
N 1.00 -2.95 0.62 -0.530
C 1.26 -4.25 0.70 0.099
C 2.52 -4.75 0.96 -0.358
C 3.49 -3.80 1.22 0.108
N 3.26 -2.50 1.15 -0.497
H 2.84 0.83 7.37 0.388
H 4.08 -0.35 7.27 0.388
H 1.79 1.77 5.42 0.209
H 1.63 1.81 2.94 0.240
H 4.74 -1.09 2.67 0.251
H 4.92 -1.14 5.15 0.208
H 0.40 -4.90 0.57 0.196
H 2.71 -5.81 1.00 0.227
H 4.50 -4.09 1.51 0.196
F -6.50 -2.88 0.08 -0.328
C -5.23 -2.48 -0.16 0.382
C -4.94 -1.87 -1.36 -0.276
C -3.63 -1.46 -1.60 -0.186
C -2.63 -1.66 -0.66 -0.055
C -1.22 -1.22 -0.93 -0.759
C -2.97 -2.29 0.54 -0.211
C -4.26 -2.71 0.80 -0.281
H -5.72 -1.72 -2.09 0.231
H -3.40 -0.98 -2.54 0.217
H -1.16 -0.58 -1.81 0.232
H -0.55 -2.06 -1.04 0.255
H -2.20 -2.48 1.28 0.213
H -4.53 -3.19 1.73 0.230
```

The lowest unoccupied orbital energy comes out at 0.0113 Ha. As for the charge: 0.

---

6.
2 unconnected molecules or ions with the total composition C22H19Cl2FN2O2 at a distorted geometry, computed with the ωB97M-V functional and the def2-TZVPD basis.

XYZ file:
```
48
Properties=species:S:1:pos:R:3:nbo_charge:R:1
Cl 2.07 -4.03 1.26 0.031
C 2.66 -3.30 -0.18 0.190
N 1.74 -3.04 -1.10 -0.434
F 0.01 -1.19 0.58 -0.359
C 2.06 -2.13 -2.02 0.188
Cl 0.73 -1.42 -2.84 0.044
C 3.38 -1.72 -2.28 -0.286
C 4.40 -2.21 -1.45 -0.148
C 4.02 -2.96 -0.33 -0.286
H 3.56 -1.01 -3.07 0.238
H 5.44 -1.97 -1.63 0.230
H 4.70 -3.25 0.45 0.236
C 0.56 -3.18 4.77 -0.628
C -0.63 -2.91 3.89 -0.075
O -0.38 -1.62 3.25 -0.515
C -1.35 -1.27 2.36 0.765
C -0.72 -0.29 1.37 0.240
N -1.62 0.46 0.60 -0.472
C -1.35 1.26 -0.38 0.323
C -2.57 1.70 -1.12 -0.029
C -2.56 2.27 -2.40 -0.221
C -3.73 2.81 -2.94 -0.225
C -4.92 2.77 -2.19 -0.200
C -4.96 2.11 -0.95 -0.205
C -3.79 1.55 -0.45 -0.188
C -0.01 1.84 -0.76 -0.153
C 0.10 3.14 -1.30 -0.120
C 1.35 3.74 -1.50 -0.241
C 2.52 3.09 -1.10 -0.193
C 2.43 1.81 -0.56 -0.222
C 1.20 1.18 -0.45 -0.185
O -2.47 -1.71 2.33 -0.553
H 0.45 -4.11 5.32 0.217
H 1.47 -3.26 4.17 0.215
H 0.70 -2.38 5.51 0.215
H -0.72 -3.66 3.10 0.193
H -1.56 -2.85 4.48 0.195
H -0.02 0.37 1.91 0.178
H -1.63 2.29 -2.98 0.222
H -3.72 3.29 -3.92 0.217
H -5.84 3.25 -2.57 0.215
H -5.87 2.04 -0.35 0.218
H -3.77 1.00 0.49 0.252
H -0.79 3.70 -1.55 0.217
H 1.41 4.73 -1.95 0.218
H 3.50 3.59 -1.20 0.217
H 3.32 1.29 -0.21 0.217
H 1.17 0.17 -0.10 0.245
```

Its SMILES is CCOC(=O)[C@@H](F)N=C(c1ccccc1)c1ccccc1.Clc1cccc(Cl)n1. The lowest unoccupied orbital energy comes out at -0.0030 Ha. As for the charge: 0. For the energy above the lowest of the compared OMol25 structures with the same formula, charge and spin, the calculation gives 0.00 kJ/mol.

---

7.
A molecular structure, C22H19Cl4N2OS5SbSiTl, computed with the ωB97M-V functional and the def2-TZVPD basis.

XYZ file:
```
56
Properties=species:S:1:pos:R:3:lowdin_charge:R:1
Tl 0.22 1.02 -1.11 0.324
Cl -5.68 -1.71 2.77 0.614
C -4.56 -1.02 1.62 -0.694
C -4.87 0.20 1.00 -0.116
C -3.99 0.75 0.10 0.002
C -2.75 0.13 -0.22 -0.395
O -1.99 0.69 -1.09 -0.191
C -2.47 -1.11 0.42 -0.175
C -1.31 -1.89 0.10 -0.091
N -0.28 -1.48 -0.54 0.049
C 0.76 -2.38 -0.81 -0.248
C 1.18 -3.35 0.07 -0.052
C 2.22 -4.23 -0.26 -0.075
C 2.85 -4.14 -1.46 -0.040
C 2.48 -3.14 -2.38 -0.173
C 3.12 -2.96 -3.63 -0.026
C 2.75 -1.93 -4.44 -0.052
C 1.72 -1.06 -4.00 -0.147
N 1.08 -1.21 -2.87 0.084
C 1.44 -2.23 -2.05 -0.202
C -3.40 -1.67 1.32 -0.091
H -5.80 0.70 1.24 0.104
H -4.21 1.69 -0.38 0.123
H -1.35 -2.94 0.42 0.131
H 0.73 -3.40 1.06 0.109
H 2.53 -4.98 0.47 0.104
H 3.66 -4.82 -1.72 0.110
H 3.92 -3.64 -3.91 0.115
H 3.22 -1.75 -5.39 0.104
H 1.44 -0.20 -4.60 0.081
H -3.18 -2.63 1.78 0.110
S 1.83 7.70 -3.47 0.450
C 1.27 6.23 -2.96 -1.536
S 1.18 4.84 -3.96 0.877
C 0.51 3.72 -2.79 -1.134
C 0.30 4.22 -1.55 -1.150
S -0.32 3.41 -0.14 0.455
S 0.74 5.91 -1.35 0.882
S 0.23 2.09 -3.39 0.530
C -2.27 1.81 3.30 -0.311
Sb -0.46 0.95 2.52 1.245
C 0.89 2.18 3.65 -0.339
C -0.43 -0.72 3.89 -0.329
H -2.17 2.01 4.36 0.001
H -3.09 1.13 3.12 -0.015
H -2.47 2.75 2.77 0.002
H 0.59 2.22 4.70 -0.002
H 0.89 3.18 3.23 -0.004
H 1.90 1.77 3.58 -0.019
H -0.48 -0.37 4.92 -0.001
H 0.49 -1.29 3.75 -0.022
H -1.28 -1.36 3.69 -0.013
Cl 4.03 -0.02 -1.42 0.263
Si 2.58 0.61 -0.09 -0.715
Cl 2.74 -0.69 1.52 0.242
Cl 3.27 2.42 0.63 0.249
```

The lowest unoccupied orbital energy comes out at 0.0584 Ha. As for the charge: -1.

---

8.
A molecular structure, C22H19ClCrN3O7 at a distorted geometry, computed with the ωB97M-V functional and the def2-TZVPD basis.

XYZ file:
```
53
Properties=species:S:1:pos:R:3:nbo_charge:R:1
Cr -0.48 0.01 -0.80 1.361
C -3.62 -2.73 0.57 -0.263
C -2.89 -1.77 -0.13 0.082
N -1.69 -1.35 0.25 -0.472
C -1.03 -2.05 1.19 0.233
C -1.59 -3.20 1.81 -0.096
C -2.95 -3.45 1.56 -0.094
C -0.73 -3.97 2.64 -0.242
C 0.58 -3.56 2.88 -0.163
C 1.16 -2.44 2.27 -0.276
C 0.37 -1.69 1.39 0.191
N 0.75 -0.53 0.68 -0.648
C 2.00 0.03 0.73 0.175
C 2.96 -0.02 1.77 -0.278
C 4.22 0.56 1.56 -0.178
C 4.50 1.35 0.45 -0.231
C 3.57 1.49 -0.63 -0.084
C 3.78 2.13 -1.90 -0.110
C 2.70 2.20 -2.78 -0.247
C 1.43 1.87 -2.37 0.082
N 1.23 1.19 -1.22 -0.480
C 2.28 0.86 -0.42 0.248
H -4.67 -2.91 0.37 0.236
H -3.30 -1.31 -1.03 0.227
H -3.50 -4.23 2.09 0.223
H -1.08 -4.91 3.10 0.220
H 1.17 -4.11 3.63 0.217
H 2.22 -2.22 2.37 0.232
H 2.66 -0.39 2.76 0.227
H 5.01 0.42 2.28 0.219
H 5.46 1.85 0.37 0.212
H 4.75 2.52 -2.12 0.223
H 2.93 2.53 -3.76 0.229
H 0.55 2.18 -2.97 0.228
C -3.52 2.52 0.54 -0.621
C -2.23 2.40 -0.30 0.136
C -1.66 3.75 -0.64 -0.632
O -1.31 1.52 0.40 -0.707
C -2.55 1.75 -1.70 0.767
O -3.48 2.18 -2.38 -0.630
O -1.82 0.73 -2.07 -0.724
H -3.33 2.60 1.65 0.211
H -4.21 1.71 0.28 0.233
H -4.03 3.42 0.26 0.229
H -1.27 4.28 0.25 0.207
H -2.41 4.38 -1.15 0.254
H -0.83 3.67 -1.38 0.218
H -0.90 1.94 1.19 0.515
O 2.33 -1.74 -2.14 -0.794
Cl 1.04 -2.35 -2.31 2.524
O 0.78 -2.97 -3.54 -0.753
O 0.65 -3.08 -1.16 -0.796
O 0.03 -1.08 -2.36 -0.842
```

The lowest unoccupied orbital energy (alpha / beta) comes out at -0.0236 / -0.0268 Ha. As for the charge: 0. As for the spin multiplicity: 4.